Record 1
This record from OMol25 describes the ion C4H11N2O with charge -1. The level of theory is ωB97M-V/def2-TZVPD.

Each line ends with the Löwdin charge.
Cartesian coordinates (Å):
C 0.0625 1.6429 1.6363  -0.08
C 0.7029 0.5298 0.6324  -0.43
N 1.8163 -0.3047 1.1854  -0.02
C -0.4287 -0.4893 0.1451  -0.23
N -0.0405 -1.0330 -1.1585  -0.12
C -1.0439 -0.8706 -2.2595  -0.63
O -1.2177 0.3169 -2.8098  -0.34
H -0.4253 0.9718 2.3863  0.07
H -0.6541 2.0895 0.9706  0.04
H 0.9140 2.4044 1.9821  0.10
H 1.0157 1.0738 -0.2839  0.12
H 2.0389 0.1310 2.1167  0.06
H 1.2029 -1.1726 0.9990  0.07
H -1.4540 -0.1218 0.0406  0.11
H -0.3624 -1.4593 0.5832  0.07
H 0.8533 -0.6879 -1.4708  0.07
H -0.9054 -1.8575 -2.9270  0.08
H -2.0743 -1.1633 -1.7681  0.07

- HOMO (hartree) = -0.0847
- lowest unoccupied orbital energy (eV) = 3.8
- orbital gap (eV) = 6.1
- maximum force (eV/Å) = 3.647
- SMILES string = C[C@@H](N)CNC[O-]
- total charge = -1
- relative energy (zero: lowest compared OMol25 entry of this formula, charge and spin) (eV) = 3.141

***

Record 2
This record from OMol25 describes a structure of composition C4H11N2O. The level of theory is ωB97M-V/def2-TZVPD.

Each line ends with the Löwdin charge.
Cartesian coordinates (Å):
N 1.8241 -0.2110 0.8420  -0.09
C 1.4401 1.0723 0.4328  -0.32
C 1.5416 0.9117 -1.1720  -0.27
N 1.8958 -0.3002 -1.6864  0.01
C -1.6274 -1.1110 0.8506  -0.13
C -1.8740 -0.1311 -0.3293  -0.59
O -3.0282 0.6539 -0.2562  -0.42
H 2.4086 -0.6111 0.0774  0.04
H 1.0329 -0.8768 1.0119  0.05
H 0.4576 1.4617 0.8944  0.14
H 2.1719 1.8842 0.7600  0.10
H 0.9119 1.6476 -1.7022  0.10
H 0.7584 -0.1030 -1.0577  0.14
H -2.0263 -0.4771 1.6702  0.07
H -2.2879 -2.0212 0.7778  0.06
H -0.6114 -1.4862 0.7164  0.02
H -1.0933 0.5114 -0.5653  0.01
H -1.8944 -0.8139 -1.2644  0.08

- HOMO (hartree) = -0.0911
- lowest unoccupied orbital energy (eV) = 3.6
- orbital gap (eV) = 6.1
- maximum force (eV/Å) = 4.676
- total charge = -1
- relative energy (zero: lowest compared OMol25 entry of this formula, charge and spin) (eV) = 6.393

***

Record 3
This record from OMol25 describes a cluster of 2 separate species, C4H11N2O in total. The level of theory is ωB97M-V/def2-TZVPD.

Each line ends with the Löwdin charge.
Cartesian coordinates (Å):
C 1.5566 0.8928 0.8286  -0.43
O 1.9692 0.1734 -0.2849  -0.24
C 1.7124 0.1274 2.1361  -0.12
H 0.4901 1.1550 0.6655  0.09
H 2.1409 1.8237 0.8826  0.09
H 1.5726 0.7879 2.9995  0.05
H 2.7537 -0.1783 2.2201  0.06
H 1.0980 -0.7462 2.2274  0.05
C -1.0548 -0.9013 -0.7714  -0.34
C -1.5948 -0.0285 -1.7357  -0.31
N -2.9105 0.4702 -1.5397  -0.09
N 0.1111 -1.6183 -0.7840  -0.10
H -1.8535 -1.1708 -0.0430  0.08
H -0.9984 0.2776 -2.6119  0.07
H -3.4427 0.3788 -2.4330  0.05
H -2.9096 1.4495 -1.2909  0.03
H 0.1995 -2.2474 0.0342  0.01
H 1.1603 -0.6455 -0.4997  0.05

- HOMO (hartree) = -0.0864
- lowest unoccupied orbital energy (eV) = 4.3
- orbital gap (eV) = 6.6
- maximum force (eV/Å) = 3.310
- total charge = -1
- relative energy (zero: lowest compared OMol25 entry of this formula, charge and spin) (eV) = 1.405

***

Record 4
This record from OMol25 describes a structure of composition C4H11N2O. The level of theory is ωB97M-V/def2-TZVPD.

Each line ends with the Löwdin charge.
Cartesian coordinates (Å):
C 1.8161 -1.5186 1.5080  -0.12
C 0.6039 -0.8928 0.8911  -0.56
C -0.2574 -1.6717 0.1724  -0.04
N 0.6057 0.4625 1.0749  0.01
H 1.5733 -1.6301 2.5812  0.06
H 2.6913 -0.8355 1.4379  0.07
H 2.0720 -2.5485 1.1460  0.07
H -1.2329 -1.2796 -0.2383  0.04
H -0.0743 -2.7474 0.1995  0.01
H 0.9132 0.6762 2.0211  0.05
H -0.4078 0.9353 0.6209  -0.04
N -1.5466 2.0663 -2.3357  -0.03
C -0.7795 1.3010 -1.3297  -0.49
O -1.3211 1.3745 -0.0495  -0.27
H -1.9633 2.8951 -1.9130  0.04
H -2.2708 1.5190 -2.7673  0.02
H -0.6947 0.2330 -1.6309  0.07
H 0.2730 1.6613 -1.3887  0.09

- HOMO (hartree) = -0.1124
- lowest unoccupied orbital energy (eV) = 4.2
- orbital gap (eV) = 7.2
- maximum force (eV/Å) = 1.515
- total charge = -1
- relative energy (zero: lowest compared OMol25 entry of this formula, charge and spin) (eV) = 1.101

***

Record 5
This record from OMol25 describes a cluster of 2 separate species, C4H11N2O in total. The level of theory is ωB97M-V/def2-TZVPD.

Each line ends with the Löwdin charge.
Cartesian coordinates (Å):
C 3.2389 -1.0106 -1.2342  -0.02
N 2.5899 0.0641 -0.4782  0.02
C 1.3142 0.0666 -0.1879  -0.14
N 0.6978 1.0225 0.4568  0.20
H 4.1132 -1.3612 -0.6944  0.10
H 3.5194 -0.6707 -2.2261  0.10
H 2.5392 -1.8380 -1.3218  0.10
H 3.1273 0.8930 -0.2615  0.17
H 0.7273 -0.7646 -0.5631  0.16
H 1.1699 1.9034 0.6079  0.14
H -0.3063 0.9797 0.6701  0.08
C -3.6157 -0.5264 -0.1640  0.04
C -2.4650 -0.4018 0.4559  -0.27
O -2.0293 0.7121 1.1506  -0.05
H -3.8459 -1.4516 -0.6646  0.07
H -4.3670 0.2530 -0.1404  0.07
H -1.7152 -1.1793 0.5040  0.11
H -2.7010 1.4073 1.1059  0.12

- HOMO (hartree) = -0.4708
- lowest unoccupied orbital energy (eV) = -3.2
- orbital gap (eV) = 9.6
- maximum force (eV/Å) = 0.388
- total charge = +1
- relative energy (zero: lowest compared OMol25 entry of this formula, charge and spin) (eV) = 1.534

***

Record 6
This record from OMol25 describes the ion C4H11N2O with charge +1. The level of theory is ωB97M-V/def2-TZVPD.

Each line ends with the Löwdin charge.
Cartesian coordinates (Å):
C -1.8374 1.3692 -0.1092  0.06
C -1.5948 -0.1582 -0.0411  -0.35
N -2.5828 -0.9470 -0.3826  0.27
O -0.5178 -0.7520 0.2854  0.04
C 0.7610 -0.2194 0.6139  -0.13
C 1.8281 -0.5282 -0.5343  -0.28
N 3.1138 -0.0550 -0.1958  -0.04
H -0.7396 1.7101 -0.2973  0.11
H -2.0433 1.6609 1.0311  0.16
H -2.4866 1.9072 -0.7035  0.06
H -3.5210 -0.5235 -0.4600  0.17
H -2.4704 -1.8204 -0.0297  0.11
H 1.0132 -0.9219 1.5662  0.19
H 0.7403 0.8116 0.8384  0.10
H 1.9205 -1.7293 -0.7367  0.18
H 1.4184 0.0718 -1.4509  0.14
H 3.8108 -0.7231 0.3791  0.16
H 3.1876 0.8471 0.2272  0.06

- HOMO (hartree) = -0.4665
- lowest unoccupied orbital energy (eV) = -3.7
- orbital gap (eV) = 9.0
- maximum force (eV/Å) = 7.112
- SMILES string = CC(=[NH2+])OCCN
- total charge = +1
- relative energy (zero: lowest compared OMol25 entry of this formula, charge and spin) (eV) = 3.218